# 1
DFT (ωB97M-V/def2-TZVPD) results for a molecular structure, C54H54BrFN9O4RhSb.

```
125
Properties=species:S:1:pos:R:3:mulliken_charge:R:1
Sb -0.15469 -2.74279 1.90912 1.2929
Rh -0.60464 0.54982 2.02525 1.3449
Br 2.31949 0.79670 2.44639 -0.0659
F 1.93324 0.01285 -4.37419 -0.3830
O -2.60190 0.56854 1.78826 -0.7905
O 2.35069 -0.03487 7.56035 -0.5063
O -4.35331 1.57702 0.87374 -0.7101
O -0.43785 0.14077 -0.10269 -0.6487
N -3.32145 0.88436 -2.94269 0.1815
N -0.08918 4.89380 2.34439 0.1564
N 1.32020 6.79231 2.47948 0.7428
N 0.72177 0.61051 -9.18983 -0.1416
N 2.38382 8.34852 1.45851 -0.4849
N 1.23348 7.97849 1.82366 -0.6676
N 0.26404 0.00767 4.02605 1.0033
N 0.01785 0.40162 -6.44494 0.2136
N -0.32984 2.74853 1.98808 0.7999
C 0.63562 0.16860 -4.04752 0.3929
C -3.57891 0.99683 -1.63611 -0.2152
C 1.63356 -0.03922 6.44282 0.7002
C -4.73025 0.29921 -5.08194 -0.6066
C -2.68487 0.80412 -0.60472 -0.3561
C -3.28044 1.03265 0.77248 -0.0410
C 4.69536 7.37518 1.69364 -0.7644
C 3.29626 -2.91654 -0.76639 -0.7342
C -0.36579 -3.89791 3.64672 1.2141
C 1.97196 -2.91305 -0.33920 0.5815
C -1.36440 0.41356 -0.92805 1.6690
C 4.65591 5.25437 2.87631 -0.6885
C 4.10592 -2.65066 1.48251 -1.1706
C -1.74432 -4.78343 0.31848 0.5928
C -2.04858 -4.37907 5.31950 -0.9152
C -1.62438 0.59345 -4.69250 -0.5879
C -0.19323 4.73342 0.98387 -0.8925
C -0.35790 -0.33582 5.16421 -1.1814
C 1.84687 -5.19488 3.63092 -1.3046
C -0.46149 1.35744 -8.63873 -0.6847
C 0.27612 -0.36943 6.38482 -0.7523
C -3.88781 -3.06674 -0.28707 -0.6745
C -1.62263 -3.66093 4.21756 -1.2740
C 0.49222 -4.86466 4.18203 0.8307
C -2.80193 -2.59368 0.43421 -1.3708
C 1.55805 0.32045 4.10730 0.1921
C -0.12334 3.43915 4.38517 -1.2923
C -1.04409 0.37980 -2.34944 0.9708
C -1.74315 -3.44254 0.71400 0.8468
C -0.34258 3.40291 0.77554 -1.1304
C 5.35381 6.28608 2.21230 -0.5773
C -0.21633 1.64095 -7.16739 -0.5099
C -2.84028 -5.22572 -0.41681 -0.8668
C 0.13729 6.18385 2.99147 -1.0748
C -4.48911 1.04830 -3.81296 -0.1948
C -4.52071 1.79827 -5.10434 -0.4974
C -3.89800 -4.38305 -0.71861 -0.8451
C 0.98071 -0.64889 -8.40921 -1.0173
C -2.01191 0.61714 -3.34243 -0.0558
C -0.31024 0.38121 -5.07123 -1.8459
C 1.18800 -0.29802 -6.94645 -0.5772
C -0.66172 -5.75130 0.69557 -1.4059
C -0.17740 3.67608 2.91933 0.5452
C 2.62750 6.39050 2.52203 1.1671
C 0.03003 -5.58187 5.28487 -0.6944
C -1.20939 -5.34626 5.85279 -0.7886
C 4.35069 -2.79428 0.12456 -0.9494
C 0.28477 0.15506 -2.73197 -0.7422
C 1.73897 -2.80586 1.03518 1.4750
C 2.30033 0.31275 5.26199 -0.8458
C 2.79863 -2.64630 1.93018 -1.3743
C 3.29016 5.27745 3.04460 -0.3573
C 3.30854 7.40998 1.85883 0.1167
C 0.86764 -3.05733 -1.34465 -1.0861
H 1.82770 -0.28566 8.33350 0.3433
H 4.92408 -2.54671 2.18019 0.5533
H -0.50214 2.44427 4.60182 -0.0093
H -0.74548 4.15115 4.92584 0.5688
H 2.60483 -4.50369 4.00095 0.3194
H 2.60706 -2.53650 2.99205 0.9833
H -5.38411 2.42823 -5.25982 0.3572
H 0.66251 -6.35561 5.69995 0.4676
H 1.87671 -5.16479 2.54128 0.1734
H -0.62151 -6.57918 -0.00933 0.5627
H -1.40693 -0.58550 5.07484 0.4952
H -0.69039 6.85854 2.76549 0.3313
H -1.32302 0.70661 -8.78401 0.3847
H -0.14176 5.57199 0.31343 0.5212
H -0.84730 -6.16713 1.68859 0.3328
H 5.36604 -2.80575 -0.24485 0.4509
H -0.58088 2.26831 -9.22326 0.3892
H 1.55020 1.21212 -9.14454 0.4005
H 2.10992 0.28944 -6.83435 0.4491
H -1.08620 2.16080 -6.77054 0.3860
H -2.86953 -6.25662 -0.74289 0.5124
H -2.34656 0.72123 -5.47682 0.9619
H 0.19469 6.02622 4.06973 0.4891
H 0.50254 -4.08689 -1.38631 0.3204
H -0.27317 -0.64823 7.27222 0.4731
H 0.63905 2.32778 -7.06224 0.1828
H 1.23151 -2.80041 -2.33752 0.4386
H 2.77238 4.48166 3.56160 0.3102
H 1.03746 0.00681 -1.97100 0.6374
H 1.85685 -1.12771 -8.84413 0.4484
H -5.73000 -0.07851 -5.23512 0.3409
H 0.10391 -1.27917 -8.55246 0.3730
H -4.74036 -4.76748 -1.27554 0.4395
H 0.33182 -5.29142 0.71309 0.1980
H -3.95548 -0.34615 -5.46495 0.2092
H -0.44782 2.87688 -0.15540 0.6177
H 3.34799 0.56976 5.27880 0.6574
H -3.60837 2.20836 -5.50727 0.1307
H 3.50280 -3.02191 -1.82348 0.4917
H 2.14107 -6.19338 3.94644 0.5266
H 5.21485 8.17504 1.18855 0.4508
H -4.72782 -2.41465 -0.48736 0.5756
H -4.59094 1.26642 -1.36280 0.6490
H 5.22138 4.42316 3.27380 0.4148
H -2.80043 -1.57765 0.79452 0.7052
H -2.29449 -2.92643 3.78198 0.4961
H -5.35259 1.18451 -3.17957 0.5458
H -3.02520 -4.19846 5.74504 0.5058
H -1.52530 -5.93080 6.70558 0.4320
H 6.42760 6.21584 2.12106 0.3934
H 0.01618 -2.41682 -1.11892 -0.1247
H 0.57725 0.39291 -10.17860 0.3577
H 0.89559 3.51990 4.77005 0.2297
H 1.33233 -1.22980 -6.40432 0.4609
```

Summary:
LUMO energy (spin up / spin down) = -6.563 / -9.272 eV
frontier orbital gap (spin up / spin down) = 0.266 / 0.167 hartree
spin multiplicity = 5
highest occupied orbital energy (spin up / spin down) = -13.810 / -13.812 eV
total charge = +3
energy above the lowest of the compared OMol25 structures with the same formula, charge and spin = 50.6 kJ/mol

# 2
DFT (ωB97M-V/def2-TZVPD) results for a molecular structure, C54H54N8O2P2STl.

```
122
Properties=species:S:1:pos:R:3:mulliken_charge:R:1
Tl 0.67132 -0.28955 0.05774 1.9001
S -1.68138 -2.90643 7.35970 -0.0305
P 1.11861 -0.88276 3.34388 0.3483
P -1.09821 0.82730 2.72377 -0.4366
O 2.69879 -1.94238 0.40142 -0.3556
O -3.58251 3.06568 -12.36731 -0.3899
N -0.66694 0.67571 -7.12572 -0.0857
N -1.37066 0.62004 -1.69205 0.0390
N -2.43307 1.77084 -6.30174 -0.7402
N 0.84625 -0.68562 -2.64885 -0.0719
N 4.45559 -3.38220 0.19489 0.2272
N -0.43071 -0.17369 3.91051 1.0185
N 2.60380 1.44491 -0.17235 0.5388
N 4.18172 2.77008 -0.91785 -0.0385
C -2.17599 1.86194 -8.71613 0.5661
C -3.26320 -3.69127 6.95950 -0.9190
C 1.47513 -3.62494 2.94504 -0.9937
C -4.96678 1.63975 3.72254 -0.8725
C 0.02429 -0.09405 -3.52831 -0.3921
C -1.20614 -0.36075 6.25986 -0.5196
C 1.14779 -4.87149 2.43427 -0.8248
C -1.50210 1.44327 -9.88930 -0.7643
C 2.47795 -2.43673 6.91534 -0.8597
C 3.88847 -2.23479 0.55960 -0.0511
C -0.63775 0.50250 -5.78195 0.2681
C 1.01705 2.50595 3.53468 -0.2981
C -2.06440 1.22773 -3.89553 0.6163
C -3.83613 1.07501 3.15374 -0.1784
C -3.58263 3.22743 4.89350 -0.7125
C 3.67350 -4.44242 -0.41978 -0.9250
C -0.07536 -5.07522 1.81394 -0.8547
C -1.77329 1.45162 -7.41555 0.2438
C -1.94080 1.82377 -11.12339 -0.5408
C -2.44668 2.66999 4.33053 -0.7154
C -4.83877 2.71861 4.58626 -0.5972
C -1.15634 0.61252 -3.01419 -0.5370
C -1.33509 -0.88680 4.82552 -1.0661
C 0.26190 -0.19210 -4.92244 0.7720
C 1.33548 -0.98363 -5.35823 -0.5184
C -0.64743 -2.77542 2.21414 -0.2335
C 1.80278 3.63756 3.39229 -0.9775
C 0.07210 2.20220 2.55379 0.8921
C -2.11507 -1.14030 7.21553 -1.1170
C -2.46224 1.18698 -1.21604 -0.1170
C 1.85739 -1.42037 -3.08020 -0.1989
C 1.74362 -2.27780 5.75118 -0.1688
C -3.43011 1.79436 -2.01771 -1.2596
C 4.55523 2.40391 0.34930 -0.9556
C 3.80993 -0.51287 6.35634 -0.6811
C -3.31147 2.70727 -8.84064 -0.4957
C 3.51054 -1.55797 7.21860 -0.7242
C -3.22098 1.81871 -3.37583 -0.4526
C -0.97279 -4.02296 1.70408 -0.8982
C 0.71809 4.15501 1.30632 -0.5828
C 3.06470 -0.33874 5.20020 -0.5897
C 1.65188 4.46240 2.28569 -0.7933
C 3.00700 2.16760 -1.19385 -0.8068
C -3.00853 2.66129 -13.62019 -0.8431
C 2.01922 -1.21206 4.89657 0.5223
C -2.57606 1.58345 3.46539 0.7154
C -3.08314 2.65535 -11.23622 0.9147
C 3.56640 1.58124 0.79859 -0.2766
C -3.75346 3.09498 -10.06445 -0.6271
C 2.12732 -1.61887 -4.43497 -1.1532
C -0.06826 3.02207 1.43450 -0.6383
C -1.76004 1.19929 -5.29565 0.7524
C 5.84281 -3.68420 0.51089 -0.9144
C 0.57475 -2.56389 2.85644 0.9316
H 5.46481 2.74677 0.81050 0.4555
H -3.12379 -4.75932 7.10662 0.3872
H -3.02057 1.57578 -13.71974 0.3743
H 4.07084 -4.68394 -1.40703 0.3455
H 2.24377 -3.25591 7.58287 0.4680
H 2.24765 5.36091 2.19288 0.4494
H 4.69955 3.37537 -1.53235 0.2041
H -1.37419 -1.97638 2.13179 0.1722
H 3.48119 1.07547 1.74655 0.4780
H -2.03989 -0.71615 8.21488 0.4756
H -0.16763 -0.43754 6.58427 0.2866
H -5.72261 3.16839 5.01848 0.4321
H 4.62733 0.15953 6.58117 0.4762
H -1.12360 -1.95678 4.82747 0.4458
H 4.59072 -1.53753 1.03969 0.3002
H -3.53730 -3.49540 5.92399 0.2459
H 2.43299 -3.47362 3.42766 0.5760
H -3.48738 4.06263 5.57445 0.4710
H -1.98800 3.03232 -13.71726 0.3751
H -2.36827 -0.74914 4.50054 0.5486
H 5.90847 -4.32211 1.39439 0.3331
H 2.93771 -2.26308 -4.74501 0.4849
H -1.93275 -4.17677 1.22773 0.5381
H 6.30610 -4.20722 -0.32371 0.3154
H 2.48035 -1.86530 -2.31097 0.4266
H 0.96181 -2.98607 5.51859 0.6237
H -0.33164 -6.05178 1.42518 0.4519
H -0.81325 2.78617 0.68157 0.1880
H 4.08524 -1.69416 8.12500 0.4266
H 1.53192 -1.10465 -6.41637 0.4489
H -1.49516 0.69290 6.29075 0.2875
H -4.31430 2.23572 -1.58015 0.4974
H 6.39476 -2.76539 0.69876 0.3156
H 3.70771 -5.34222 0.19578 0.3700
H -2.57924 1.14977 -0.13605 0.5484
H -5.94472 1.23836 3.49309 0.4752
H -4.03536 -3.33278 7.63588 0.3228
H 2.47828 2.28265 -2.12642 0.5056
H -4.61784 3.73506 -10.17814 0.4745
H 2.64134 -4.11731 -0.51336 0.1959
H 2.52417 3.89057 4.15891 0.4881
H -1.41406 1.49046 -12.00559 0.4713
H -1.46914 3.07112 4.56599 0.4565
H 0.60517 4.80064 0.44513 0.4842
H 3.29389 0.47831 4.52385 0.1713
H -0.00631 0.31184 -7.79221 0.2087
H 1.09739 1.88919 4.41975 0.8644
H -3.92793 2.26673 -4.06182 0.6161
H -3.63069 3.10370 -14.38922 0.2569
H -0.62780 0.80808 -9.83063 0.2764
H -3.81296 3.03191 -7.94044 0.5236
H -3.15443 -1.08021 6.88986 0.4862
H -3.92942 0.23436 2.47434 0.4734
H 1.85016 -5.69001 2.52845 0.5528
```

Summary:
LUMO energy (spin up / spin down) = -8.736 / -9.644 eV
frontier orbital gap (spin up / spin down) = 0.166 / 0.133 hartree
highest occupied orbital energy (spin up / spin down) = -13.245 / -13.264 eV
total charge = +3